[1]
The following is a DFT calculation (ωB97M-V with the def2-TZVPD basis set) of C23H31Br45N2O4P as an isolated structure in a non-equilibrium geometry.

Element x y z (Å)
C 4.5055 -1.1795 2.2635
C 3.5938 -2.0027 1.3536
N 3.0596 -1.2842 0.1844
C 1.7048 -1.2624 -0.1968
P 0.3597 -2.0679 0.7012
O 0.3941 -3.5122 0.6573
O 0.5801 -1.4642 2.2708
O -1.0091 -1.4241 -0.0372
C 1.5967 -0.5414 -1.3306
N 2.8639 -0.1162 -1.6571
C 3.7003 -0.5682 -0.7261
C 5.1476 -0.2295 -0.8412
C 5.3386 1.2954 -0.4890
C 6.5347 1.5480 0.4275
O 4.1605 1.7713 0.1863
H 5.1136 -0.4456 1.7458
H 5.1802 -1.8347 2.8075
H 3.8786 -0.6481 2.9808
H 4.0441 -2.9407 1.0352
H 2.7325 -2.2841 1.9497
H 1.0726 -0.6365 2.1424
H -0.8937 -0.4567 -0.0974
H 0.7299 -0.2917 -1.9157
H 3.1774 0.4567 -2.4282
H 5.7831 -0.8353 -0.2033
H 5.4669 -0.4112 -1.8680
H 5.3911 1.8659 -1.4108
H 7.4159 1.9068 -0.1008
H 6.2585 2.3626 1.0973
H 6.7925 0.6986 1.0593
H 4.2006 1.4701 1.1001
C 4.8274 -5.7741 -0.7233
Br 3.0323 -5.3053 -0.2108
Br 4.9773 -6.0371 -2.6201
Br 6.1001 -4.4756 -0.0774
H 5.0618 -6.7156 -0.2473
C 4.6984 -0.9941 -5.1518
Br 6.5091 -0.8844 -4.5080
Br 3.6440 -2.2375 -4.1293
Br 3.8602 0.7412 -5.2049
H 4.7414 -1.3647 -6.1674
C -3.1430 -1.9805 3.4092
Br -2.6591 -1.5720 5.2368
Br -1.8556 -1.2710 2.1308
Br -3.3988 -3.8632 3.1416
H -4.0967 -1.5022 3.2248
C -3.9079 0.6348 -0.5797
Br -5.6979 1.2659 -0.3306
Br -3.5333 0.2176 -2.4232
Br -2.6218 1.8795 0.1387
H -3.8081 -0.2856 -0.0182
C -3.9554 4.8768 3.0072
Br -4.7624 3.1901 3.4709
Br -2.0865 4.9229 3.4736
Br -4.2338 5.3075 1.1543
H -4.4495 5.6388 3.5922
C -8.1448 3.4094 -3.3219
Br -8.4751 3.3267 -1.4288
Br -6.9703 4.8661 -3.7787
Br -7.4981 1.7264 -3.9959
H -9.0930 3.6022 -3.8023
C 9.9185 3.8222 -2.2073
Br 8.4161 2.7810 -2.8318
Br 9.4983 4.7718 -0.5874
Br 11.5001 2.7468 -2.0191
H 10.1233 4.5630 -2.9667
C 5.2787 5.9872 -1.1819
Br 4.3297 4.4009 -1.7161
Br 6.1563 5.7015 0.5073
Br 6.5030 6.5752 -2.5437
H 4.5524 6.7752 -1.0450
C 1.9519 -4.3915 4.8168
Br 0.1459 -3.8421 5.1578
Br 2.1930 -4.6864 2.9298
Br 3.2314 -3.1228 5.5060
H 2.1246 -5.3285 5.3266
C -10.6189 0.2206 0.9237
Br -12.4380 0.7701 1.1761
Br -10.2065 -0.1115 -0.9281
Br -9.3749 1.4644 1.7068
H -10.4975 -0.7175 1.4471
C -7.4138 -3.2986 3.6783
Br -9.1373 -3.1271 2.8380
Br -6.5363 -1.5933 3.8748
Br -7.5326 -4.2241 5.3569
H -6.7957 -3.8983 3.0249
C 4.0268 -0.0712 -9.3454
Br 2.6374 1.1975 -8.9503
Br 5.7509 0.5458 -8.7511
Br 3.6133 -1.8166 -8.6342
H 4.0742 -0.1715 -10.4202
C -9.4325 -2.4915 -4.0684
Br -9.2898 -3.9209 -5.3475
Br -7.7315 -2.0849 -3.2610
Br -10.2465 -0.9249 -4.8329
H -10.0844 -2.8342 -3.2774
C 7.2010 4.5674 4.5205
Br 6.1846 3.0220 3.9711
Br 8.0882 4.2710 6.1966
Br 8.4342 5.1347 3.1533
H 6.4963 5.3730 4.6682
C -13.3375 -2.2252 4.1301
Br -12.9274 -2.7428 2.3160
Br -12.4531 -0.5891 4.6342
Br -15.2338 -2.1308 4.4255
H -12.9522 -3.0032 4.7728

Forces on the atoms, in the same order (eV/Å):
-0.3859 0.2117 -0.1080
0.2178 -0.1221 0.3951
-0.7980 0.4918 -0.6897
-0.4315 -0.1807 0.6165
-0.4173 0.7559 0.5265
-0.1749 -0.4609 -0.1261
1.8890 -0.2767 -2.9882
3.7706 -0.1266 -1.0005
0.1249 0.4370 -0.4388
-0.5419 -0.5125 0.8755
1.7349 0.0261 -0.5457
0.1979 0.4740 0.1919
-0.2387 -0.5042 0.9704
0.0564 0.5008 -0.1610
-0.1508 -0.1951 -0.3438
0.0818 -0.0550 -0.0985
-0.0702 -0.0790 0.0805
0.1696 0.0641 0.1444
0.1083 0.2261 -0.2499
-0.0265 -0.1017 -0.1716
-0.0031 0.1005 0.5062
-0.3792 0.0298 -0.2852
-0.0298 -0.0525 -0.0638
-0.2478 -0.0253 -0.2032
-0.1794 -0.2209 0.0315
-0.0335 -0.0978 -0.0314
0.0960 0.1074 0.0098
0.0962 -0.2831 -0.1106
0.0456 0.0872 -0.0581
0.0751 -0.1336 -0.1494
0.0618 0.1617 0.1035
-0.0829 -0.0713 -0.0377
-0.0618 0.0403 -0.3172
0.0042 0.0632 0.0638
0.0671 -0.0125 -0.0421
0.0437 0.0172 0.0268
0.0903 0.0147 0.0353
-0.0490 0.0177 -0.0066
0.0660 -0.1536 -0.0626
0.0142 0.0125 0.1234
-0.0358 0.0474 -0.0193
0.1480 0.4834 0.1663
-0.1008 -0.0330 -0.1081
-4.7871 -0.4050 3.1456
0.0248 0.0528 -0.0167
0.1854 -0.0658 0.0015
-0.1377 -0.1672 0.0766
0.0197 0.0059 -0.0537
0.0088 0.0273 0.0366
0.1860 -0.0201 -0.0424
0.0905 0.0149 0.0019
-0.0277 -0.0378 -0.0446
0.0309 0.0218 -0.0181
-0.0372 -0.0367 -0.0244
-0.0172 -0.0004 0.0239
0.0089 -0.0023 0.0162
0.0477 0.0006 -0.0067
-0.0512 0.0701 -0.0182
-0.0055 -0.0505 0.0213
0.0003 0.0567 0.0505
-0.0020 0.0084 -0.0011
0.0989 0.0430 0.0542
-0.0067 0.0138 -0.0122
0.0661 -0.1348 -0.1010
-0.0853 0.0009 0.0018
-0.0331 -0.0056 -0.0198
0.1180 0.0121 0.0033
-0.1277 0.1682 -0.1258
-0.0941 0.0699 -0.0037
-0.0323 -0.0223 0.0469
-0.0425 -0.0345 -0.0044
-0.1413 0.0106 -0.0746
0.0181 0.0536 0.1038
0.1539 -0.3100 0.4513
-0.0129 0.0060 -0.0399
0.0181 0.0014 0.0006
-0.0372 -0.1231 -0.0032
0.0293 0.2197 -0.2019
-0.0134 -0.0118 -0.0015
0.0288 0.0135 0.0458
0.0259 -0.0151 0.0552
0.0335 -0.1115 -0.0343
-0.0106 0.0457 0.0555
-0.3210 0.0775 0.0428
0.0004 0.0506 -0.0338
0.0225 0.0269 -0.0064
-0.0196 0.0672 0.0061
0.0374 -0.0333 -0.0227
-0.0524 -0.0520 0.0408
-0.0061 0.0183 -0.0160
0.0070 -0.0223 -0.0009
-0.0399 -0.0320 0.0022
0.0100 0.0599 0.0262
0.0117 0.0105 -0.0224
0.0160 -0.0578 0.0231
0.0072 0.0057 0.0133
0.0576 0.0876 0.0790
0.0157 0.0162 0.0352
-0.0227 -0.0249 -0.0790
-0.0209 -0.0807 0.0726
-0.0264 -0.0128 -0.0294
0.0332 0.0255 0.0712
0.0081 -0.0479 0.0545
-0.0052 -0.1256 0.0153
0.0601 0.0189 -0.0505
0.0154 -0.0105 -0.0160

Results
Net charge ... +1
F_max ... 5.74 eV/Å
E_tot ... -3196715.41999 eV



[2]
The following is a DFT calculation (ωB97M-V with the def2-TZVPD basis set) of a 2-piece molecular cluster, C12H26BNO4 overall in a non-equilibrium geometry.

Element x y z (Å)
B 2.0446 2.1775 2.0114
C 2.0432 2.9859 3.4093
C 3.6045 3.5774 3.6430
C 4.1609 4.5072 2.3947
O 4.6342 3.0264 2.7364
C 1.5172 0.6696 1.7830
C 2.7608 -0.1765 1.0268
C 3.2556 0.4996 -0.3916
O 4.0609 0.5323 0.9710
H 2.5156 2.7258 1.0615
H 1.9534 2.3037 4.3040
H 1.3735 3.8895 3.4409
H 3.9080 3.8990 4.7235
H 3.9934 4.1767 1.3353
H 5.1836 4.9757 2.4785
H 1.2871 0.1000 2.7275
H 0.6749 0.5626 1.0426
H 2.7408 -1.3415 1.0885
H 4.1758 0.0923 -0.8859
H 2.9905 1.5657 -0.6203
C -3.9970 0.6355 -2.1539
O -4.3563 -0.6498 -1.6747
C -4.3535 -1.6488 -2.6954
C -3.2452 -2.6650 -2.4407
N -1.9278 -2.0733 -2.6692
C -0.8196 -2.9113 -2.2101
C -0.7097 -3.1701 -0.7017
O -0.3997 -2.0104 0.0604
C -1.5253 -1.2366 0.4475
H -4.1433 1.3500 -1.3431
H -2.9446 0.6623 -2.4509
H -4.6297 0.9312 -2.9962
H -4.2748 -1.2146 -3.6969
H -5.3169 -2.1633 -2.6342
H -3.3778 -3.5192 -3.1116
H -3.3478 -3.0181 -1.4079
H -1.8794 -1.1864 -2.1825
H 0.1005 -2.4132 -2.5305
H -0.8569 -3.8705 -2.7366
H 0.1324 -3.8534 -0.5536
H -1.5875 -3.6841 -0.2955
H -2.4179 -1.8461 0.6059
H -1.7203 -0.4592 -0.2947
H -1.2806 -0.7347 1.3860

Forces on the atoms, in the same order (eV/Å):
0.0013 -0.3166 0.3093
2.8611 0.1508 0.8570
0.1885 1.1233 -3.6771
2.5333 -4.3016 0.8336
-2.1527 1.3041 2.8685
1.8370 -1.5052 -0.7592
0.7320 2.0527 -2.4206
2.3702 -0.1604 4.0680
-3.3348 -1.0918 0.1468
-0.3341 0.0709 0.0698
-0.6079 0.7865 -0.8643
0.4637 -1.0484 0.1168
-0.3991 -0.6908 -2.2030
-1.1875 1.5700 0.9956
-1.6887 0.4557 0.3675
0.0279 0.6015 -0.9480
0.6288 0.2672 0.8842
0.2412 2.3479 -0.0049
-2.0132 -0.2552 -0.7430
-0.1727 -1.3711 0.0723
-0.0615 -0.1019 0.2352
0.1130 0.1893 -0.3821
-0.0796 -0.4706 0.3765
0.0935 0.4926 -0.0600
-0.1300 -0.2520 0.0693
0.0377 0.3476 0.0680
0.4118 -0.1545 -0.2012
-0.3425 -0.1971 0.0214
0.3708 0.1626 0.0669
-0.0234 -0.0993 0.0069
-0.0034 0.1048 -0.1660
0.0856 0.0261 -0.0310
0.1477 0.0815 0.0964
0.0085 -0.0085 -0.0353
0.0386 0.0113 0.0129
-0.2185 -0.1170 -0.0040
-0.0139 -0.0361 -0.0593
0.0226 -0.0978 0.0785
-0.0774 -0.0015 0.0560
-0.0064 0.0543 0.0003
-0.1138 0.1600 0.0003
-0.0080 -0.0021 -0.1218
-0.2700 0.0110 0.0185
0.0248 -0.0921 -0.0158

Results
Net charge ... 0
F_max ... 5.06 eV/Å
ΔE to the lowest compared entry with this formula, charge and spin ... 268.87 kcal per mole
SMILES ... B(C[C@@H]1CO1)C[C@H]1CO1.COCCNCCOC
E_tot ... -23213.53778 eV



[3]
The following is a DFT calculation (ωB97M-V with the def2-TZVPD basis set) of a 2-piece molecular cluster, C5H11ClIN2 overall in a non-equilibrium geometry.

Element x y z (Å)
C 2.4847 -1.5493 0.7211
C -1.5008 1.1470 -1.9022
C -0.1351 1.7159 1.1041
C 0.9571 -1.7697 0.6899
C -1.6797 0.0779 -0.9111
N 0.5182 -0.5234 1.1240
N -0.0410 0.4022 0.5359
Cl 0.6282 -2.2624 -0.9926
I -3.3848 0.1180 0.2689
H 2.7911 -1.1777 1.7271
H 2.9353 -2.4746 0.3023
H 2.5963 -0.8222 -0.1714
H -2.1235 0.8191 -2.7415
H -2.0833 2.1252 -1.6604
H -0.5215 1.3744 -1.9185
H 0.0056 2.4271 0.3766
H 0.4798 1.8520 1.9678
H -1.2979 1.9431 1.3310
H 0.8103 -2.5472 1.3666
H -1.4390 -0.8755 -1.2178

Forces on the atoms, in the same order (eV/Å):
0.2280 0.8147 -2.0804
-4.9184 1.6378 1.5541
-3.7465 -0.6199 1.9306
1.5563 0.7017 -1.8122
-0.7579 2.0563 1.5687
-0.8092 2.8918 1.0921
-1.0981 -2.8820 -1.3642
-0.7416 -0.2214 -0.0703
0.4411 -0.1720 -0.1244
0.1807 -0.4430 -1.0961
0.0233 0.4760 1.0042
0.5464 -0.5704 1.8734
1.0151 -0.2206 -0.6860
1.1088 -1.5684 0.1707
3.4330 0.5709 -1.4933
1.0259 1.5045 -1.9036
0.2787 0.0050 0.5039
2.5667 -0.8384 -0.0219
-1.2679 -1.1433 1.1619
0.9356 -1.9793 -0.2073

Results
Net charge ... +1
F_max ... 5.41 eV/Å
ΔE to the lowest compared entry with this formula, charge and spin ... 54.78 kcal per mole
E_tot ... -28955.43850 eV



[4]
The following is a DFT calculation (ωB97M-V with the def2-TZVPD basis set) of a single C4H7NO2 molecule in a non-equilibrium geometry.

Element x y z (Å)
C 2.0497 0.5386 0.3998
C -0.0524 -0.2110 -0.5487
C -1.3579 -0.2854 -0.4166
C -2.6474 -0.3815 -0.3273
O 0.5857 -0.1969 -1.7687
O 0.0752 0.2366 1.7334
N 0.8216 -0.2140 0.5423
H -0.0770 -0.2474 -2.4653
H -0.0632 -0.5287 2.3094
H 1.8711 1.6170 0.3415
H 2.5513 0.2016 -0.5046
H 2.6840 0.3224 1.2581
H -3.1504 -1.3384 -0.2642
H -3.2906 0.4872 -0.2891

Forces on the atoms, in the same order (eV/Å):
-0.0039 0.2566 0.2881
-1.0497 0.0191 -0.2542
0.6007 0.1149 -0.2003
-0.3655 -0.0480 0.0291
0.2820 -0.0062 0.4376
0.8805 0.1383 -1.3045
-0.4423 -0.3157 1.4519
-0.0832 -0.0194 0.1264
0.3271 -0.2021 -0.5253
0.0213 0.0178 -0.0196
-0.0593 0.0046 0.0365
-0.0315 0.0239 -0.0393
-0.0181 -0.1574 0.0005
-0.0580 0.1736 -0.0270

Results
Net charge ... 0
F_max ... 1.58 eV/Å
ΔE to the lowest compared entry with this formula, charge and spin ... 105.57 kcal per mole
SMILES ... C=C=C(O)N(C)O
E_tot ... -9842.70170 eV